[1]
Density functional theory data (ωB97M-V with the def2-TZVPD basis set) for C5H9NO as an isolated structure in a non-equilibrium geometry.

Structure (ORCA input):
```
! RIJCOSX wB97M-V def2-TZVPD def2/J DEFGRID3
* xyz 0 1
C 0.737 0.281 -0.569
C 0.009 0.695 0.590
C -1.440 0.860 0.043
C -0.339 -0.971 -0.413
C 0.098 -0.729 1.085
H 2.514 -0.151 -1.154
H 2.533 0.861 0.273
H 0.697 1.139 -1.341
H 0.331 1.670 1.131
H -2.248 0.775 0.806
H -1.561 1.897 -0.498
H -0.222 -1.923 -1.032
H -0.512 -1.217 2.059
H 1.107 -0.858 1.503
N 2.146 0.060 -0.193
O -1.506 -0.428 -0.602
*
```

## Properties
* highest occupied orbital energy: -8.89 eV
* orbital gap: 9.906 eV
* relative energy (zero: lowest compared OMol25 entry of this formula, charge and spin): 4.751 eV
* energy: -8864.4619 eV

Atom-resolved charges from Löwdin, all expressed in e: -0.325, -0.345, -0.111, -0.277, -0.094, 0.099, 0.070, 0.164, 0.174, 0.127, 0.152, 0.171, 0.161, 0.092, 0.021, -0.080

---

[2]
Density functional theory data (ωB97M-V with the def2-TZVPD basis set) for a 2-piece molecular cluster, C6H12N overall in a non-equilibrium geometry.

Structure (ORCA input):
```
! RIJCOSX wB97M-V def2-TZVPD def2/J DEFGRID3
* xyz 2 2
C -2.735 -1.076 -0.040
C -1.058 0.360 -1.099
N -1.499 -0.813 -0.766
H -2.479 -1.355 0.993
H -3.289 -1.866 -0.550
H -3.298 -0.110 -0.030
H -1.712 1.200 -0.835
H -0.137 0.494 -1.640
H -1.013 -1.601 -1.191
C 0.320 -0.331 1.716
C 1.284 -0.213 0.773
C 1.741 1.104 0.241
C 2.690 1.202 -0.683
H -0.263 0.559 1.927
H 0.104 -1.231 2.328
H 1.731 -1.157 0.372
H 1.305 1.983 0.796
H 3.046 2.188 -1.062
H 3.053 0.311 -1.193
*
```

## Properties
* highest occupied orbital energy (spin up / spin down): -19.50 / -20.45 eV
* orbital gap (spin up / spin down): 10.097 / 8.069 eV
* relative energy (zero: lowest compared OMol25 entry of this formula, charge and spin): 1.074 eV
* expectation value of S²: 0.783
* energy: -7885.1087 eV

Atom-resolved charges from Löwdin, all expressed in e: 0.019, 0.177, -0.004, 0.112, 0.125, 0.129, 0.145, 0.114, 0.185, 0.162, -0.076, -0.089, 0.196, 0.107, 0.132, 0.155, 0.158, 0.138, 0.116

---

[3]
Density functional theory data (ωB97M-V with the def2-TZVPD basis set) for C3H7ClFN as an isolated structure in a non-equilibrium geometry.

Structure (ORCA input):
```
! RIJCOSX wB97M-V def2-TZVPD def2/J DEFGRID3
* xyz 0 1
C -1.458 0.603 -0.311
C 0.306 -0.864 -0.155
C 1.596 -0.328 0.404
H -0.994 1.933 -0.749
H -2.507 1.009 0.268
H -1.805 0.309 -1.594
H -0.774 -0.294 1.701
H 0.035 -0.425 -1.049
H 0.574 -1.910 -0.236
H 1.925 -0.538 1.510
N -0.940 -0.623 0.464
F 2.744 -0.536 -0.386
Cl 1.298 1.662 0.134
*
```

## Properties
* highest occupied orbital energy: -9.32 eV
* orbital gap: 9.814 eV
* relative energy (zero: lowest compared OMol25 entry of this formula, charge and spin): 6.150 eV
* energy: -19948.6503 eV

Atom-resolved charges from Löwdin, all expressed in e: -0.307, -0.400, -0.420, 0.123, 0.090, 0.140, 0.236, 0.047, 0.125, 0.152, -0.126, -0.071, 0.411

---

[4]
Density functional theory data (ωB97M-V with the def2-TZVPD basis set) for C20H38AsN2O7PtSSi as an isolated structure.

Structure (ORCA input):
```
! RIJCOSX wB97M-V def2-TZVPD def2/J DEFGRID3
* xyz -1 3
Pt 0.205 -0.363 0.014
O -1.662 -1.353 3.444
As -1.708 0.240 2.720
O -2.022 1.370 3.851
O -0.264 0.502 1.877
C -3.256 0.206 1.517
C -4.152 1.242 1.802
C -5.358 1.353 1.131
C -5.708 0.406 0.178
C -4.838 -0.629 -0.111
C -3.608 -0.722 0.537
S -2.541 -2.004 -0.117
O -1.376 -2.064 0.803
O -3.317 -3.217 -0.148
O -2.145 -1.475 -1.415
H -1.490 -1.979 2.717
H -3.878 1.938 2.586
H -6.033 2.167 1.366
H -6.660 0.471 -0.335
H -5.091 -1.378 -0.851
C -0.831 1.093 -3.054
N -1.547 1.808 -2.010
C -2.985 1.597 -1.991
C -0.841 2.309 -0.953
O 0.336 1.962 -0.740
N -1.471 3.185 -0.121
C -0.818 3.549 1.127
C -2.475 4.124 -0.577
H -1.106 0.036 -3.035
H 0.238 1.185 -2.883
H -1.078 1.516 -4.032
H -3.177 0.549 -2.221
H -3.499 2.227 -2.725
H -3.388 1.802 -1.003
H -0.201 2.727 1.471
H -1.584 3.735 1.882
H -0.208 4.450 0.999
H -2.638 4.032 -1.648
H -2.129 5.142 -0.374
H -3.428 3.977 -0.060
C 2.953 -0.364 -2.102
Si 2.395 -0.996 -0.404
C 3.538 -0.147 0.884
C 3.080 1.311 1.033
C 5.001 -0.146 0.426
C 3.435 -0.815 2.258
C 2.520 -2.912 -0.447
C 1.803 -3.378 -1.722
C 3.969 -3.407 -0.491
C 1.806 -3.552 0.750
H 3.940 -0.749 -2.377
H 3.001 0.727 -2.093
H 2.245 -0.657 -2.880
H 3.049 1.839 0.076
H 3.778 1.845 1.691
H 2.083 1.372 1.471
H 5.128 0.396 -0.514
H 5.399 -1.154 0.288
H 5.622 0.354 1.180
H 2.398 -0.867 2.598
H 3.999 -0.232 2.996
H 3.849 -1.826 2.254
H 2.322 -3.048 -2.626
H 0.775 -3.004 -1.765
H 1.759 -4.473 -1.743
H 4.536 -2.952 -1.308
H 3.987 -4.494 -0.643
H 4.496 -3.201 0.443
H 0.750 -3.281 0.772
H 2.246 -3.258 1.704
H 1.870 -4.645 0.676
*
```

## Properties
* highest occupied orbital energy (spin up / spin down): -4.70 / -6.13 eV
* orbital gap (spin up / spin down): 7.222 / 8.191 eV
* relative energy (zero: lowest compared OMol25 entry of this formula, charge and spin): 0.000 eV
* expectation value of S²: 2.004
* energy: -121470.3612 eV

Atom-resolved charges from Löwdin, all expressed in e: 0.992, -0.247, 0.865, -0.468, -0.602, -0.215, -0.106, -0.092, -0.087, -0.083, -0.263, 0.445, -0.470, -0.302, -0.362, 0.009, 0.089, 0.099, 0.101, 0.116, -0.048, -0.122, -0.056, -0.514, -0.079, -0.122, -0.041, -0.060, 0.073, 0.072, 0.087, 0.075, 0.089, 0.070, 0.056, 0.090, 0.091, 0.078, 0.087, 0.086, -0.208, 0.538, -0.651, -0.120, -0.107, -0.103, -0.660, -0.118, -0.108, -0.105, 0.024, 0.022, 0.015, 0.068, 0.081, 0.048, 0.070, 0.059, 0.078, 0.077, 0.081, 0.062, 0.068, 0.068, 0.081, 0.071, 0.078, 0.063, 0.049, 0.063, 0.082

---

[5]
Density functional theory data (ωB97M-V with the def2-TZVPD basis set) for one molecule with the formula C4H7NO2 in a non-equilibrium geometry.

Structure (ORCA input):
```
! RIJCOSX wB97M-V def2-TZVPD def2/J DEFGRID3
* xyz 0 1
C -0.191 1.324 -0.831
C -0.428 1.098 0.667
C 0.354 -0.221 0.561
C -0.368 -1.507 0.863
N 0.381 0.118 -0.982
O -0.388 2.213 -1.619
O 1.155 -0.447 -1.995
H 0.027 1.865 1.287
H -1.474 0.980 0.938
H 1.367 -0.193 0.958
H -0.423 -1.645 1.941
H 0.159 -2.351 0.427
H -1.383 -1.470 0.466
H 1.212 0.236 -2.683
*
```

## Properties
* highest occupied orbital energy: -9.13 eV
* SMILES: C[C@@H]1CC(=O)N1O
* orbital gap: 9.999 eV
* relative energy (zero: lowest compared OMol25 entry of this formula, charge and spin): 2.776 eV
* energy: -9844.5040 eV

Atom-resolved charges from Löwdin, all expressed in e: -0.487, -0.026, -0.233, -0.054, -0.052, 0.074, 0.042, 0.118, 0.118, 0.140, 0.082, 0.080, 0.086, 0.113

---

[6]
Density functional theory data (ωB97M-V with the def2-TZVPD basis set) for one molecule with the formula C8H9N3 in a non-equilibrium geometry.

Structure (ORCA input):
```
! RIJCOSX wB97M-V def2-TZVPD def2/J DEFGRID3
* xyz 0 1
C 1.643 0.779 1.601
C 0.539 -0.024 1.115
C 2.446 2.294 -1.644
C 2.782 2.040 -0.304
C 0.675 0.793 -1.575
C 0.769 0.620 -0.280
C -1.492 -1.908 -0.256
C -1.498 -1.240 1.208
N 1.531 1.633 -2.321
N 1.855 1.302 0.371
N -0.297 -0.741 1.748
H 2.379 0.939 2.413
H 3.069 2.986 -2.220
H 3.525 2.602 0.208
H -0.119 0.261 -2.063
H -2.372 -2.684 -0.263
H -1.635 -1.269 -1.133
H -0.523 -2.510 -0.399
H -2.118 -0.390 1.173
H -1.979 -2.061 1.933
*
```

## Properties
* highest occupied orbital energy (spin up / spin down): -7.35 / -7.35 eV
* orbital gap (spin up / spin down): 6.958 / 6.956 eV
* relative energy (zero: lowest compared OMol25 entry of this formula, charge and spin): 4.486 eV
* energy: -12907.7238 eV

Atom-resolved charges from Löwdin, all expressed in e: 0.007, -0.220, -0.161, -0.029, -0.082, -0.068, -0.097, -0.282, 0.045, -0.048, 0.066, 0.127, 0.110, 0.103, 0.095, 0.088, 0.034, 0.088, 0.085, 0.138

---

Which of these has the lowest relative energy (zero: lowest compared OMol25 entry of this formula, charge and spin)?
C20H38AsN2O7PtSSi